# 1
C25H45Cl4FN5O5S2 | ωB97M-V with the def2-TZVPD basis set

Summary:
Gap between HOMO and LUMO ... 7.6 eV
DFT total energy ... -4366.0413 Ha
Total charge ... +1
Strongest force on any atom ... 0.1122 hartree/bohr

Geometry (Å):
Cl (-5.24896, 4.38548, 2.92789)
Cl (-4.36955, 4.25472, 5.69123)
Cl (-2.46738, 4.88627, 3.59424)
Cl (-4.50684, 6.81378, 4.33252)
S (-2.28010, -3.01438, 1.35288)
S (-4.82474, -0.41302, -0.63429)
F (-3.31771, 1.78149, 3.32628)
O (-0.36850, 2.99737, 3.76009)
O (3.75137, -0.58266, -3.58216)
O (0.66722, 4.04914, 1.92007)
O (-2.39943, -1.61678, -2.61389)
O (2.45081, 2.62856, 2.16357)
N (-2.26369, -1.57208, 0.37838)
N (-3.99730, 0.02091, 0.86398)
N (-2.10179, -0.19158, 2.46771)
N (1.39642, -0.17518, 0.93822)
N (-1.59224, 0.31334, -3.70925)
C (1.59998, -1.86024, -4.18224)
C (4.01648, -0.37826, -2.17409)
C (-2.85733, -0.52166, 1.27838)
C (5.54752, 0.03630, -1.90751)
C (2.55919, 3.89117, 0.01102)
C (0.02969, -0.65857, 1.25163)
C (-2.87566, 1.12847, -3.72404)
C (-1.72890, -0.56035, -2.49078)
C (1.07785, -2.17896, -1.63338)
C (-0.83974, -1.15261, -0.00813)
C (-1.04413, -0.01624, -1.15225)
C (-1.70298, -0.56591, -4.93747)
C (-0.76267, 0.40892, 2.20403)
C (-0.76150, 1.87495, 1.55558)
C (1.90516, 3.49582, 1.41779)
C (0.78925, -2.76627, -3.13185)
C (3.20491, -1.89293, -3.86462)
C (2.78761, -1.18886, 2.84780)
C (-0.10277, -2.48332, -0.58396)
C (-4.14735, 5.08559, 4.13682)
C (-0.13099, 3.00680, 2.52326)
C (-4.09907, -0.53677, 4.01931)
C (3.61758, -2.55196, 3.18258)
C (2.46132, -1.16521, 1.26242)
C (-2.87043, 0.43355, 3.55360)
H (-0.16208, 0.40809, 3.19343)
H (-2.17550, 0.47703, 4.47853)
H (1.48206, 0.21497, -0.00749)
H (6.23029, -0.39640, -2.71960)
H (0.36708, -3.12177, 0.25868)
H (2.02118, -2.75054, -1.27868)
H (3.46087, -2.69689, -3.08847)
H (3.35976, 0.51937, -1.83487)
H (-2.79333, 1.97572, -2.95602)
H (3.07131, -3.42585, 2.65471)
H (5.64148, 1.17573, -1.95927)
H (-5.08429, -0.07438, 3.67640)
H (1.77838, -1.30752, 3.38859)
H (-4.04286, -0.68390, 5.16404)
H (2.28139, 3.08506, -0.77224)
H (5.93945, -0.30726, -0.88902)
H (-0.16343, 1.94990, 0.56957)
H (-0.86486, -3.15633, -1.13902)
H (2.24241, -2.23614, 0.92360)
H (2.23045, 4.90518, -0.39363)
H (3.36367, -0.25696, 3.17108)
H (-3.79030, 0.45527, -3.54445)
H (1.39222, -1.08543, -1.71586)
H (-1.84739, 2.15835, 1.28056)
H (1.31499, -0.73738, -4.13582)
H (4.66128, -2.44140, 2.72596)
H (-4.78807, 0.81562, -1.32686)
H (-2.96854, 1.56637, -4.77425)
H (3.44691, -0.86255, 0.73330)
H (3.69231, -1.25875, -1.50359)
H (-1.51469, -2.84308, 2.50998)
H (-0.32335, -2.88617, -3.35598)
H (0.16857, -1.58939, 1.92799)
H (-2.80138, -0.86111, -5.14049)
H (-1.07818, -1.52587, -4.84356)
H (1.23560, -3.83576, -3.13044)
H (-1.70623, 0.86180, -0.78508)
H (-1.37949, 0.06936, -5.84164)
H (1.36170, -2.20254, -5.25018)
H (-4.00758, -1.57272, 3.54779)
H (-4.43299, 0.77202, 1.41925)
H (3.70143, 3.80381, 0.15882)
H (3.69426, -2.23973, -4.85640)
H (-0.05200, 0.47482, -1.47291)
H (3.63693, -2.78147, 4.30220)

# 2
C5H10NO2 | ωB97M-V with the def2-TZVPD basis set

Summary:
Gap between HOMO and LUMO ... 10.3 eV
DFT total energy ... -401.3775 Ha
Total charge ... +1
Strongest force on any atom ... 0.0883 hartree/bohr
Energy above the lowest of the compared OMol25 structures with the same formula, charge and spin ... 387.32 kJ/mol

Geometry (Å):
O (-0.90556, -0.93090, -2.28280)
O (0.72577, 0.50053, 1.04145)
N (2.18777, 1.00933, -0.81349)
C (0.02844, -0.73212, 1.29754)
C (-0.66076, 0.00268, -2.95650)
C (-1.36592, -0.57736, 0.94007)
C (0.07430, 1.19190, -2.22377)
C (1.10365, 1.04844, -1.42425)
H (2.08779, 0.64693, 0.20603)
H (-0.82121, 0.11489, -4.07477)
H (-1.70038, 0.39234, 1.50138)
H (3.10438, 1.10557, -1.22104)
H (0.35438, -0.90349, 2.37981)
H (0.44856, -1.42571, 0.58090)
H (-1.37392, -0.40869, -0.07990)
H (-0.26985, 2.30453, -2.24658)
H (-2.16269, -1.30006, 1.12672)
H (0.31155, 1.15281, 1.62019)

# 3
C8H12N4S | ωB97M-V with the def2-TZVPD basis set

Summary:
SMILES ... c1nnc(NC2=NCCCCC2)s1
Gap between HOMO and LUMO ... 9.0 eV
DFT total energy ... -929.0546 Ha
Total charge ... 0
Strongest force on any atom ... 0.0866 hartree/bohr
Energy above the lowest of the compared OMol25 structures with the same formula, charge and spin ... 450.23 kJ/mol

Geometry (Å):
S (2.87357, 0.96535, -0.33879)
N (4.60497, -0.82028, 0.51086)
N (-0.97906, -1.68785, 0.07037)
N (1.24177, -1.21260, -0.27550)
N (3.54141, -1.52347, 0.15331)
C (-2.33430, -1.23917, -0.19834)
C (4.52769, 0.46106, 0.18513)
C (2.50184, -0.70960, -0.17930)
C (-0.58057, 1.63860, -0.12027)
C (-1.56107, 0.92647, 0.97562)
C (-0.16763, -0.86021, -0.39532)
C (-2.78783, 0.19316, 0.39487)
C (-0.46198, 0.34860, -1.13117)
H (-1.84920, 1.72828, 1.92619)
H (1.04823, -2.04087, 0.36432)
H (-3.56979, 0.01115, 1.36372)
H (-3.09351, -1.98195, 0.16122)
H (-1.02124, 2.49454, -0.58630)
H (0.52921, 1.87430, 0.10120)
H (-2.39428, -1.19558, -1.22967)
H (-1.64647, 0.31821, -1.50082)
H (-3.41756, 0.67327, -0.55769)
H (0.46286, 0.38697, -1.76371)
H (-0.82827, 0.02581, 1.43074)
H (5.36120, 1.22579, 0.63933)

# 4
C61H80I2O5PSSe3Zr | ωB97M-V with the def2-TZVPD basis set

Summary:
Gap between HOMO and LUMO ... 6.3 eV
DFT total energy ... -11335.1740 Ha
Total charge ... -1
Strongest force on any atom ... 0.0213 hartree/bohr
Energy above the lowest of the compared OMol25 structures with the same formula, charge and spin ... 74.32 kJ/mol

Geometry (Å):
I (2.21946, -3.71819, 0.87499)
I (-1.16948, -3.97880, 0.48979)
Zr (0.70785, -1.05765, 0.91906)
Se (3.07334, -0.15782, 0.02349)
Se (-0.82787, -1.53853, 3.17136)
Se (2.75761, -1.11646, 3.10984)
S (0.92807, 1.23762, 3.60178)
P (-3.51075, -1.37586, 0.95066)
O (0.91252, 0.96209, 2.09477)
O (-0.47326, -1.63573, 6.47185)
O (0.78671, -1.72752, -1.09944)
O (0.18095, 0.58978, -0.22693)
O (0.11654, -4.38650, 6.64958)
C (2.64964, 3.81236, -1.18743)
C (-5.62724, 0.32271, -0.06241)
C (3.26119, 6.13161, -0.49212)
C (-3.09518, -4.51983, -0.22219)
C (-1.48758, 4.59406, -1.14944)
C (-1.11984, 3.10383, -1.18086)
C (1.25989, 3.92169, -1.21545)
C (4.05104, -0.93671, -2.52666)
C (5.13046, -1.44561, -4.79802)
C (-1.52891, 4.58080, 2.99692)
C (0.37432, 2.89229, -0.91272)
C (3.97780, -1.47833, -3.79767)
C (-3.96950, -0.58788, 2.54257)
C (-3.98699, 0.79944, 2.67083)
C (-0.25776, 3.74195, 2.92105)
C (-0.82599, -2.86538, -3.08425)
C (0.85244, -1.63012, 5.92387)
C (-4.17709, 1.40134, 3.90884)
C (6.36103, -0.74397, -4.22387)
C (-4.45513, -0.39629, -0.29569)
C (0.01309, -1.92114, -5.19809)
C (1.14591, -2.82693, 5.01632)
C (-6.26665, 0.98758, -1.09684)
C (3.51766, 5.02282, -1.52208)
C (4.36953, 2.66047, 2.41974)
C (2.32217, 1.53348, -0.51374)
C (-2.05570, 2.40267, -0.18942)
C (5.52508, -2.87998, -5.17435)
C (-4.38034, -4.04948, 0.20003)
C (-5.92727, -2.63015, 1.41343)
C (2.76341, -2.06354, -4.14616)
C (1.74554, -1.65106, -2.00024)
C (3.17002, 2.57527, -0.84013)
C (-6.99304, -3.51511, 1.18010)
C (0.04349, -3.10091, 3.98894)
C (-2.99526, -5.60896, -1.05117)
C (-6.78217, -4.59647, 0.38068)
C (4.69856, -0.69271, -6.06380)
C (0.71844, -4.21090, -4.44694)
C (-4.12799, -1.35758, 3.69570)
C (2.51381, -2.60579, 4.36125)
C (-4.59999, 0.20494, -2.63476)
C (0.92315, 1.64389, -0.53358)
C (3.17201, 5.54418, -2.92351)
C (-5.49404, -4.87875, -0.13139)
C (-0.39987, 2.45764, 3.72242)
C (1.27824, -4.08837, 5.88756)
C (1.64640, -2.16531, -3.32503)
C (-4.34327, 0.62369, 5.04405)
C (-4.12223, -6.34643, -1.46227)
C (5.00730, 4.68074, -1.49750)
C (0.39993, -2.78133, -3.98360)
C (-5.34430, -6.00937, -0.97156)
C (-4.66112, -2.84132, 0.92500)
C (-5.75783, 0.92456, -2.38885)
C (2.35321, 2.32203, 3.90494)
C (-1.39973, 2.55317, -2.58560)
C (2.96096, -1.01812, -1.67975)
C (2.92163, 3.05309, 2.68301)
C (-3.94752, -0.43618, -1.59058)
C (-4.31687, -0.76094, 4.93118)
H (-3.08846, 2.63711, -0.46819)
H (-1.41167, 5.52788, 2.46749)
H (4.69309, -3.41172, -5.63879)
H (0.83875, 4.87603, -1.50417)
H (-0.75862, -3.66830, 4.45806)
H (6.14107, 0.28986, -3.94965)
H (1.47741, -4.95603, 5.25253)
H (-0.01434, 3.49828, 1.88389)
H (2.01992, 3.00826, 4.68738)
H (5.32794, 4.33916, -0.51120)
H (-3.02601, -0.97262, -1.77981)
H (-1.06087, -1.41564, 5.73132)
H (3.33125, 4.76653, -3.67277)
H (3.49444, 5.78028, 0.51561)
H (-1.16736, 1.48686, -2.62701)
H (-4.42580, -1.38032, 5.81270)
H (0.58096, 4.32660, 3.30627)
H (2.67449, -2.47200, -5.14663)
H (-6.26289, 1.43906, -3.19708)
H (-1.28580, 1.88880, 3.41996)
H (4.43291, 0.33915, -5.82534)
H (-0.64443, -3.51594, -2.23602)
H (1.02557, -0.70760, 5.37213)
H (-0.78632, 3.06731, -3.32978)
H (-0.16874, -4.65966, -4.90286)
H (-4.48565, 1.09003, 6.01087)
H (4.45067, 1.58806, 2.22958)
H (-2.01602, -5.94172, -1.36893)
H (-7.97200, -3.30315, 1.59021)
H (4.76835, 3.19383, 1.55520)
H (-0.50576, 2.66083, 4.79414)
H (4.23804, 2.40586, -0.79844)
H (3.24979, -2.41335, 5.14755)
H (-1.78585, 4.80698, 4.03497)
H (6.35968, -2.87514, -5.88121)
H (-6.22655, -6.59037, -1.21222)
H (-2.45277, 2.68363, -2.84520)
H (-6.04143, 0.37408, 0.93637)
H (2.14380, -3.95790, 6.55313)
H (-4.19124, 2.48276, 3.98064)
H (5.59166, 5.56914, -1.74721)
H (-3.99531, -7.19776, -2.11826)
H (0.45844, -3.71642, 3.19260)
H (-0.88501, -2.32788, -5.67147)
H (2.84428, 4.13261, 2.83552)
H (5.82487, -3.44189, -4.28808)
H (-1.66247, -3.26884, -3.66385)
H (5.50964, -0.68065, -6.79738)
H (1.53307, -1.65929, 6.77966)
H (-0.30494, -3.54084, 6.86740)
H (-1.93210, 1.32686, -0.19543)
H (7.15832, -0.73028, -4.97056)
H (0.80253, -1.88348, -5.95059)
H (-2.37790, 4.05596, 2.55457)
H (4.94777, -0.44476, -2.17337)
H (2.13028, 5.86150, -2.98729)
H (-3.84553, 1.42288, 1.79968)
H (3.88214, 7.00610, -0.70594)
H (-2.57462, 4.69607, -1.16654)
H (2.21657, 6.44747, -0.50085)
H (5.00453, 2.88913, 3.27953)
H (-4.18732, 0.15649, -3.63465)
H (-1.09998, 5.14108, -2.01137)
H (3.83021, -1.16015, -6.53022)
H (1.52424, -4.23956, -5.18216)
H (-7.59202, -5.26993, 0.12557)
H (-4.08366, -2.43731, 3.62899)
H (1.01494, -4.82626, -3.59545)
H (3.08969, 1.63986, 4.32973)
H (2.82095, -3.52035, 3.84878)
H (6.73998, -1.25854, -3.33870)
H (-0.19979, -0.89662, -4.88418)
H (-7.16998, 1.55075, -0.89566)
H (-1.10215, -1.89088, -2.68979)
H (5.25308, 3.90234, -2.22277)
H (-1.11694, 5.07550, -0.24089)
H (-1.88650, 2.75207, 0.83062)
H (3.79989, 6.40273, -3.17712)
H (2.31743, 2.82419, 1.80358)
H (-6.13046, -1.72459, 1.96936)